Formula: CHN4O2S
Source: the Open Molecules 2025 dataset
Level of theory: ωB97M-V/def2-TZVPD

The geometry in XYZ format:
```
9
Properties=species:S:1:pos:R:3:forces:R:3
C -0.481128 -0.435698 0.801103 0.3 0.3 -0.4
N -1.018207 0.291989 1.748397 -0.3 -0.9 0.1
N -0.632305 1.544721 1.509913 -0.1 0.7 0.3
N 0.113552 1.608498 0.482113 0.8 0.5 -0.8
N 0.241490 0.369093 -0.009306 -0.7 -0.4 0.9
O 1.864977 -1.328051 -0.987652 0.3 -0.5 0.2
O -0.755728 -0.492531 -2.814268 1.5 0.3 1.2
S 1.240088 -0.069051 -1.390902 -1.7 0.3 -1.4
H -0.572737 -1.488970 0.660603 0.0 -0.3 -0.1
```
Forces are in eV/Å.

Properties
* Kohn-Sham gap (alpha / beta): 7.401 / 7.589 eV
* total energy: -806.2660 Ha
* HOMO level (alpha / beta): -4.407 / -3.888 eV
* LUMO level (alpha / beta): 3.0 / 3.7 eV
* ΔE to the lowest compared entry with this formula, charge and spin: 4.5218 eV
* total charge: -1

=====

Formula: CH2ClIOS
Source: the Open Molecules 2025 dataset
Level of theory: ωB97M-V/def2-TZVPD

The geometry in XYZ format:
```
7
Properties=species:S:1:pos:R:3:forces:R:3
C 0.557089 0.124643 0.393063 2.6 1.5 -0.2
O 3.493504 0.343257 -0.981758 0.6 0.2 -0.6
S 3.004450 -1.025673 -1.067027 -0.3 -0.3 0.6
Cl 3.487407 -1.882788 0.748530 -0.1 -0.2 -0.1
I 1.406968 1.985771 0.018098 -0.5 -0.3 0.5
H 0.892476 -0.369535 1.268117 0.2 -0.5 0.6
H -0.426823 0.210590 0.141237 -2.5 -0.5 -0.7
```
Forces are in eV/Å.

Properties
* Kohn-Sham gap (alpha / beta): 8.312 / 7.192 eV
* total energy: -1270.5004 Ha
* HOMO level (alpha / beta): -9.115 / -8.640 eV
* LUMO level (alpha / beta): -0.8 / -1.4 eV
* ΔE to the lowest compared entry with this formula, charge and spin: 2.0602 eV
* total charge: 0

=====

Formula: C41H54N10O6PbS2Si2Te
Source: the Open Molecules 2025 dataset
Level of theory: ωB97M-V/def2-TZVPD

The geometry in XYZ format:
```
117
Properties=species:S:1:pos:R:3:forces:R:3
Pb 1.452986 -1.172481 0.864366 0.0 -0.6 0.1
C 1.283323 2.909094 3.748298 0.0 0.0 0.0
C 1.470335 1.518610 3.214537 0.0 -0.1 0.2
N 1.730242 1.283679 1.985243 0.4 0.0 -0.1
N 1.975998 2.353428 1.168760 -0.1 -0.1 0.0
C 2.563215 2.183278 -0.058600 0.1 0.1 -0.1
N 3.061068 3.351087 -0.544483 -0.1 -0.2 0.0
S 2.624110 0.780162 -0.955278 -0.1 0.4 0.1
C 1.478803 0.338777 4.140752 0.0 0.1 -0.2
C 1.663232 0.509253 5.500425 0.1 0.0 0.1
C 1.828897 -0.620061 6.296910 0.0 0.1 0.0
C 1.821655 -1.866676 5.712830 0.0 -0.1 0.0
C 1.624066 -1.946329 4.339661 -0.1 0.0 -0.1
N 1.429993 -0.876202 3.585810 0.1 0.1 0.0
H 0.627299 3.471482 3.081762 0.0 0.0 0.0
H 2.238294 3.441764 3.815298 0.0 0.0 0.0
H 0.828519 2.899792 4.733930 0.0 0.0 0.0
H 2.128344 3.250822 1.610233 0.0 0.0 0.0
H 3.413226 4.035918 0.110072 0.1 0.0 0.0
H 3.566222 3.263847 -1.410741 0.0 0.0 0.0
H 1.723410 1.494629 5.940692 0.0 0.0 0.0
H 1.977817 -0.509754 7.363404 0.0 0.0 0.0
H 1.985688 -2.764106 6.293150 0.0 0.0 0.0
H 1.618426 -2.901427 3.823721 0.0 0.0 0.1
N -3.498209 -7.412387 -1.493146 0.1 0.0 0.0
C -2.406356 -6.569270 -1.347377 -0.1 -0.1 0.0
C -1.482148 -6.420088 -2.386788 0.0 0.0 -0.1
C -0.357865 -5.634101 -2.220883 0.0 0.0 0.1
C -0.151583 -4.974364 -1.011685 0.0 -0.2 0.0
C -1.063174 -5.113538 0.027842 0.0 0.1 -0.1
C -2.184059 -5.903726 -0.140939 0.0 0.0 0.0
S 1.274737 -3.974777 -0.787205 0.1 0.1 -0.3
O 1.393501 -3.764067 0.658037 -0.1 0.1 -0.1
O 2.387788 -4.597325 -1.441087 0.0 -0.1 0.0
N 0.911761 -2.504700 -1.356328 0.3 -0.4 -0.2
C 0.853965 -2.246140 -2.689907 -0.1 -0.1 0.1
N 1.079418 -3.183119 -3.638134 0.1 0.1 0.2
C 1.125097 -2.774443 -4.893228 -0.1 0.0 0.0
C 0.922003 -1.455550 -5.280742 0.0 -0.1 -0.1
C 0.559156 -0.600130 -4.260966 -0.1 0.0 0.2
N 0.488699 -0.979688 -2.991230 0.1 0.3 -0.1
H -3.779409 -7.650387 -2.427167 0.0 0.0 0.0
H -4.249956 -7.312218 -0.835013 0.0 0.0 0.0
H -1.647822 -6.938233 -3.325858 0.0 0.0 0.0
H 0.367012 -5.515094 -3.012869 0.0 0.0 0.0
H -0.892578 -4.593179 0.961550 0.0 0.0 0.0
H -2.902696 -6.004146 0.665214 0.0 0.0 0.0
H 1.318988 -3.544075 -5.635838 0.0 0.0 0.0
H 0.998678 -1.134839 -6.309156 0.0 0.0 0.0
H 0.293181 0.436316 -4.458158 0.0 0.0 0.0
O 4.379703 -1.654336 3.483237 0.0 0.1 -0.1
C 4.534407 -1.046226 2.423314 0.0 -0.2 0.2
O 3.872533 -1.133913 1.343300 -0.3 0.0 0.0
C 5.653733 -0.023652 2.336981 0.0 0.1 -0.2
C 6.991034 -0.383746 2.252981 0.1 0.0 0.1
C 7.977754 0.580230 2.066138 0.0 0.0 0.0
C 7.643796 1.918635 1.954940 0.1 0.1 0.0
C 6.304377 2.261010 2.043881 0.0 0.1 0.0
C 5.314847 1.318468 2.238299 -0.1 0.0 0.0
N 5.918136 3.673779 1.877861 0.0 -0.2 -0.1
O 6.786644 4.497267 1.716915 0.1 0.0 0.0
O 4.720340 3.949551 1.876115 -0.1 0.0 0.1
H 7.264208 -1.428886 2.334830 0.0 0.0 0.0
H 9.016859 0.284806 2.002740 0.0 0.0 0.0
H 8.390227 2.684651 1.802391 0.0 0.0 0.0
H 4.281484 1.620343 2.314723 0.0 0.0 -0.1
C -3.951656 3.633940 -3.180404 0.0 0.2 0.2
Si -3.552021 1.853567 -3.530519 -0.1 -0.1 -0.2
C -5.189244 1.015457 -3.848982 -0.1 -0.2 0.0
C -2.515267 1.740559 -5.076337 0.2 0.0 -0.1
C -2.777151 0.777426 -2.205616 0.3 -0.2 0.1
Te -0.953542 0.920659 -1.110933 -0.9 0.3 0.5
C -1.678344 2.480871 0.215430 0.2 0.2 -0.2
Si -1.397894 4.302173 -0.215358 0.1 -0.1 0.0
C -0.605520 4.469862 -1.917463 0.0 0.0 0.0
C -3.012382 5.217852 -0.022999 -0.1 0.1 0.0
C -0.268719 5.169117 1.005314 0.2 0.0 0.1
H -4.410298 4.050169 -4.082692 0.0 0.0 0.0
H -3.090067 4.249662 -2.926320 0.0 0.0 0.0
H -4.684913 3.715468 -2.375692 0.0 0.0 0.0
H -5.742219 1.544938 -4.631179 0.0 0.0 0.0
H -5.810036 1.004173 -2.947853 0.0 0.0 -0.1
H -5.057036 -0.021101 -4.173943 0.0 0.1 0.0
H -3.109564 2.051012 -5.941464 0.1 0.0 0.0
H -2.178950 0.713913 -5.255432 0.0 0.1 0.0
H -1.628257 2.383507 -5.037389 -0.1 -0.1 0.0
H -2.582445 -0.134137 -2.779843 -0.1 0.0 0.1
H -3.511202 0.505077 -1.440118 0.0 0.0 0.0
H -1.137856 2.204702 1.125256 0.0 0.0 0.0
H -2.737765 2.275944 0.391003 0.0 -0.1 0.0
H -0.978514 5.333878 -2.473321 0.0 0.0 0.1
H -0.782241 3.585067 -2.535729 0.0 0.1 -0.1
H 0.478176 4.582139 -1.815589 0.0 -0.1 0.0
H -3.846880 4.752963 -0.545328 0.0 0.0 0.0
H -2.927286 6.252834 -0.369185 0.0 -0.1 0.0
H -3.260451 5.244415 1.043334 0.0 0.0 -0.1
H 0.789336 4.905866 0.907886 -0.1 0.0 0.0
H -0.587203 4.987332 2.036441 0.0 0.0 -0.1
H -0.346936 6.248687 0.834427 0.0 -0.1 0.0
C -2.042731 -0.405494 2.886467 0.0 0.0 -0.1
C -2.687170 -1.302476 1.863532 0.0 0.1 0.0
C -3.735492 -2.120354 2.247580 0.0 0.0 0.0
C -4.384467 -2.939420 1.331696 0.1 0.0 0.0
C -3.925068 -2.951549 0.031872 0.0 0.0 0.0
C -2.849006 -2.166743 -0.392885 0.1 -0.1 -0.1
C -2.383250 -2.397537 -1.809680 0.0 0.0 0.1
C -2.226582 -1.284800 0.515082 -0.3 0.3 0.2
N -1.165968 -0.402030 0.271260 0.6 -0.3 -0.3
H -2.558766 -0.481246 3.844910 0.0 0.0 0.0
H -2.055672 0.637461 2.558235 0.0 0.0 0.0
H -0.996563 -0.673386 3.036999 0.0 0.0 0.0
H -4.066102 -2.096525 3.280514 0.0 0.0 0.0
H -5.216388 -3.564330 1.633735 0.0 0.0 0.0
H -4.386749 -3.611623 -0.696651 0.0 0.0 0.0
H -2.174631 -3.461302 -1.953593 0.0 0.1 0.0
H -1.468676 -1.858265 -2.033651 -0.1 0.0 0.0
H -3.155793 -2.121641 -2.533184 0.0 0.0 0.0
```
Forces are in eV/Å.

Properties
* Kohn-Sham gap: 6.345 eV
* total energy: -4429.9633 Ha
* HOMO level: -6.998 eV
* LUMO level: -0.7 eV
* ΔE to the lowest compared entry with this formula, charge and spin: 1.5819 eV
* total charge: 0